The following is a DFT calculation (ωB97M-V/def2-TZVPD) of a 29-piece molecular cluster, C11H65F7IN3O30 overall in a non-equilibrium geometry.

The total energy comes out at -105477.782 eV. Its HOMO energy is -9.26 eV. The HOMO-LUMO gap comes out at 8.34 eV. The total charge is 0.

Last column: Löwdin charge in e.
Geometry (Å):
1 C 5.964 -0.372 -0.806  -0.152
2 C 5.114 0.048 0.409  -0.743
3 I 4.929 2.184 0.335  0.968
4 C 3.774 -0.657 0.251  -0.195
5 C 2.937 -0.876 1.540  -0.226
6 C 3.375 0.079 2.562  -0.223
7 N 3.714 0.832 3.366  0.243
8 C 3.261 -2.264 2.179  -0.186
9 C 4.678 -2.317 2.505  -0.193
10 N 5.817 -2.389 2.667  0.238
11 C 2.902 -3.475 1.314  -0.149
12 O 4.039 -3.857 0.510  -0.122
13 N 3.577 -4.516 -0.677  0.006
14 O 4.275 -4.275 -1.569  0.098
15 C 1.386 -0.669 1.439  -0.336
16 F 0.728 -1.675 2.070  0.140
17 F 1.039 0.475 2.077  0.135
18 C 0.655 -0.514 0.067  -0.301
19 F 1.007 0.591 -0.599  0.160
20 F -0.664 -0.311 0.437  0.098
21 C 0.564 -1.717 -0.904  -0.528
22 F 1.736 -2.126 -1.363  0.201
23 F -0.100 -2.719 -0.321  0.174
24 F -0.175 -1.304 -1.951  0.175
25 H 6.633 0.409 -1.121  0.042
26 H 6.561 -1.230 -0.511  0.081
27 H 5.340 -0.685 -1.630  0.066
28 H 5.671 -0.255 1.278  0.056
29 H 3.244 -0.158 -0.551  0.077
30 H 4.020 -1.639 -0.132  0.100
31 H 2.745 -2.375 3.124  0.157
32 H 2.642 -4.296 1.963  0.104
33 H 2.058 -3.305 0.669  0.080
34 O -3.350 -0.240 -0.846  -0.043
35 H -3.036 0.048 -1.711  0.027
36 H -2.565 -0.543 -0.378  0.019
37 O -1.999 1.453 -3.163  -0.041
38 H -2.403 2.326 -3.276  0.085
39 H -1.246 1.619 -2.582  0.062
40 O 0.051 3.546 -0.490  -0.044
41 H 0.111 2.635 -0.191  0.000
42 H 0.324 4.058 0.280  0.051
43 O 4.093 -7.212 1.975  -0.055
44 H 5.034 -7.417 1.935  0.025
45 H 4.012 -6.413 1.449  -0.003
46 O -2.195 3.544 1.635  -0.044
47 H -2.404 3.513 0.695  0.027
48 H -2.127 2.623 1.906  0.033
49 O 3.099 0.295 -2.999  -0.058
50 H 3.027 1.010 -3.643  0.024
51 H 2.458 -0.352 -3.308  0.004
52 O 0.531 -5.386 0.790  -0.048
53 H 0.014 -5.917 0.166  0.003
54 H 0.155 -4.505 0.736  0.002
55 O 3.252 4.464 2.528  -0.110
56 H 3.297 3.541 2.801  -0.020
57 H 3.551 4.957 3.303  -0.005
58 O -0.626 -6.730 -1.522  -0.042
59 H -0.178 -7.573 -1.642  0.056
60 H -1.154 -6.616 -2.317  0.050
61 O 2.108 -0.516 -5.598  -0.044
62 H 2.531 -1.308 -5.946  0.066
63 H 1.529 -0.220 -6.309  0.052
64 O -4.377 0.465 -4.774  -0.034
65 H -4.846 1.292 -4.930  0.058
66 H -3.618 0.698 -4.228  -0.006
67 O -5.224 2.041 -1.166  -0.046
68 H -4.516 1.425 -0.945  -0.004
69 H -5.688 1.607 -1.891  0.010
70 O -5.988 -0.750 -2.306  -0.047
71 H -5.661 -0.476 -3.174  0.022
72 H -5.202 -1.052 -1.835  0.028
73 O -8.306 1.110 -1.998  -0.063
74 H -7.598 0.500 -1.760  -0.006
75 H -8.770 0.674 -2.722  0.022
76 O 3.712 -4.822 3.932  -0.041
77 H 3.700 -5.716 4.290  0.051
78 H 3.951 -4.270 4.685  0.050
79 O -5.426 4.159 0.947  -0.064
80 H -4.716 3.564 1.197  -0.006
81 H -5.867 3.708 0.216  0.010
82 O -11.108 1.043 -3.120  -0.059
83 H -12.016 0.904 -2.830  0.015
84 H -10.757 1.703 -2.513  0.030
85 O 3.642 1.587 -7.140  -0.057
86 H 2.833 1.991 -7.465  0.029
87 H 3.360 0.982 -6.442  -0.008
88 O -3.876 -1.680 1.813  -0.032
89 H -2.953 -1.902 1.649  0.039
90 H -4.025 -0.857 1.335  0.033
91 O 6.664 -6.428 0.444  -0.047
92 H 6.237 -6.914 -0.269  0.044
93 H 6.292 -5.540 0.397  0.023
94 O -0.929 1.980 -5.904  -0.055
95 H -1.398 1.733 -5.096  -0.015
96 H -1.585 1.936 -6.606  0.040
97 O 3.710 5.918 5.140  -0.050
98 H 2.793 5.751 5.398  -0.009
99 H 4.011 6.568 5.782  0.058
100 O -13.555 -0.553 -1.443  -0.052
101 H -13.535 -1.466 -1.145  0.039
102 H -13.254 -0.049 -0.681  0.038
103 O 1.862 3.342 -3.686  -0.042
104 H 1.357 3.033 -2.928  0.010
105 H 1.243 3.298 -4.426  0.030
106 O 1.118 4.754 5.980  -0.041
107 H 0.553 4.448 6.698  0.069
108 H 0.547 4.749 5.202  0.068
109 O 1.398 7.486 3.626  -0.052
110 H 2.104 6.884 3.887  -0.012
111 H 1.019 7.086 2.838  0.034
112 O 2.041 6.721 7.886  -0.057
113 H 1.499 6.233 7.250  -0.011
114 H 1.687 7.615 7.878  0.042
115 O -3.734 -3.261 4.339  -0.064
116 H -3.794 -2.620 3.620  -0.016
117 H -4.351 -3.955 4.093  0.032